a.
DFT (ωB97M-V with the def2-TZVPD basis set) results for the molecule C5H10O2.

Cartesian coordinates (Å):
1 C -0.02 -0.34 -1.73
2 C -0.70 0.50 -0.65
3 O -1.95 0.66 -0.53
4 C -0.08 0.02 0.93
5 C 0.78 -1.21 1.01
6 C 0.45 1.31 0.62
7 O -1.21 -0.04 1.70
8 H 1.04 -0.10 -1.85
9 H -0.54 -0.12 -2.67
10 H -0.12 -1.41 -1.52
11 H 0.22 -2.08 0.68
12 H 1.06 -1.37 2.06
13 H 1.70 -1.13 0.42
14 H -0.03 2.19 1.03
15 H -0.12 1.56 -0.80
16 H 1.48 1.40 0.27
17 H -1.94 0.16 1.03

Results
- net charge = 0
- LUMO (eV) = 0.42
- HOMO energy (Ha) = -0.3190

b.
DFT (ωB97M-V with the def2-TZVPD basis set) results for the molecule C5H10O2.

Cartesian coordinates (Å):
1 O 2.60 -0.18 -0.90
2 C 1.81 -0.72 0.16
3 C 0.43 -0.45 -0.34
4 C -0.85 -0.92 0.34
5 C -1.78 0.26 0.05
6 C -0.83 1.45 0.16
7 O 0.38 0.99 -0.39
8 H 2.20 0.71 -1.03
9 H 2.02 -0.23 1.12
10 H 1.97 -1.80 0.33
11 H 0.51 -0.79 -1.38
12 H -0.74 -1.07 1.43
13 H -1.19 -1.87 -0.08
14 H -2.63 0.33 0.73
15 H -2.12 0.19 -0.98
16 H -0.68 1.76 1.21
17 H -1.12 2.33 -0.42

Results
- net charge = 0
- SMILES = OC[C@H]1CCCO1
- LUMO (eV) = 1.00
- HOMO energy (Ha) = -0.3578

c.
DFT (ωB97M-V with the def2-TZVPD basis set) results for a structure of composition C5H10O2.

Cartesian coordinates (Å):
1 C 0.85 0.53 -1.37
2 C 0.65 0.48 0.53
3 C -0.85 0.70 0.82
4 O -1.41 1.63 -0.08
5 C -1.04 -0.83 0.57
6 C 0.49 -1.03 0.64
7 O 1.01 -1.61 -0.57
8 H 1.88 0.47 -1.79
9 H 0.48 1.51 -1.38
10 H 0.25 -0.08 -2.10
11 H 1.40 1.04 1.13
12 H -1.16 0.97 1.86
13 H -2.36 1.67 0.05
14 H -1.70 -1.37 1.26
15 H -1.35 -1.02 -0.45
16 H 0.89 -1.61 1.48
17 H 1.97 -1.45 -0.60

Results
- net charge = 0
- LUMO (eV) = 0.84
- HOMO energy (Ha) = -0.3472

d.
DFT (ωB97M-V with the def2-TZVPD basis set) results for the molecule C5H10O2.

Cartesian coordinates (Å):
1 C 2.01 1.14 -0.50
2 O 0.64 0.92 -0.26
3 C 0.26 -0.41 -0.44
4 C 0.45 -1.29 0.81
5 O -0.97 -1.36 1.02
6 C -1.24 -0.64 -0.19
7 C -2.11 0.58 0.01
8 H 2.64 0.31 -0.16
9 H 2.20 1.30 -1.58
10 H 2.31 2.04 0.05
11 H 0.66 -0.81 -1.39
12 H 0.96 -0.77 1.62
13 H 0.89 -2.29 0.66
14 H -1.69 -1.32 -0.94
15 H -2.29 1.08 -0.94
16 H -3.07 0.27 0.44
17 H -1.63 1.28 0.69

Results
- net charge = 0
- SMILES = CO[C@H]1CO[C@H]1C
- LUMO (eV) = 1.03
- HOMO energy (Ha) = -0.3564

Relative energy table, unit hartree: a 0.0926; b 0.0000; c 0.0951; d 0.0306

a.
DFT (ωB97M-V with the def2-TZVPD basis set) results for a cluster of 2 separate species, C5H10O2 in total.

Cartesian coordinates (Å):
1 C -0.18 -1.10 1.80
2 C 0.53 0.02 1.05
3 O 1.62 -0.57 0.41
4 C -0.45 0.76 0.16
5 C -0.33 1.28 -1.07
6 C 0.85 1.35 -1.94
7 O 2.01 1.16 -1.63
8 H -1.06 -0.74 2.35
9 H -0.49 -1.87 1.09
10 H 0.51 -1.55 2.51
11 H 0.86 0.78 1.79
12 H 2.02 0.09 -0.20
13 H -1.42 0.90 0.64
14 H -1.22 1.75 -1.50
15 H 0.63 1.66 -2.99
16 H -1.74 -1.84 -0.93
17 H -2.12 -2.07 -1.53

Results
- net charge = 0
- SMILES = C[C@@H](O)/C=C\C=O.[H][H]
- LUMO (eV) = -0.22
- HOMO energy (Ha) = -0.3680

b.
DFT (ωB97M-V with the def2-TZVPD basis set) results for a cluster of 2 separate species, C5H10O2 in total.

Cartesian coordinates (Å):
1 C 1.72 -1.27 -0.29
2 C 0.22 -1.25 0.11
3 C -0.56 0.05 0.54
4 C 0.51 1.03 0.17
5 O 0.68 1.48 -0.93
6 C -1.90 0.19 -0.19
7 O -2.11 -0.26 -1.29
8 H 1.98 -2.31 -0.55
9 H 1.93 -0.66 -1.18
10 H 2.40 -0.95 0.50
11 H -0.31 -1.60 -0.78
12 H 0.09 -1.96 0.92
13 H -0.77 0.11 1.62
14 H 1.23 1.17 0.99
15 H -2.72 0.71 0.36
16 H -0.96 2.76 -0.28
17 H -1.43 2.75 0.28

Results
- net charge = 0
- SMILES = CCC(C=O)C=O.[H][H]
- LUMO (eV) = 0.82
- HOMO energy (Ha) = -0.3634

c.
DFT (ωB97M-V with the def2-TZVPD basis set) results for the molecule C5H10O2.

Cartesian coordinates (Å):
1 C 1.31 -1.16 -0.49
2 C 0.85 0.18 0.05
3 O 1.57 1.25 -0.48
4 C 0.31 0.18 1.46
5 C -0.60 0.43 0.25
6 C -1.55 -0.45 -0.53
7 O -0.88 1.81 0.09
8 H 2.37 -1.29 -0.21
9 H 0.75 -1.99 -0.04
10 H 1.23 -1.23 -1.58
11 H 0.90 1.94 -0.61
12 H 0.54 1.07 2.03
13 H 0.32 -0.76 2.02
14 H -2.56 -0.02 -0.59
15 H -1.15 -0.47 -1.55
16 H -1.62 -1.48 -0.17
17 H -1.80 1.98 0.35

Results
- net charge = 0
- SMILES = C[C@]1(O)C[C@@]1(C)O
- LUMO (eV) = 0.73
- HOMO energy (Ha) = -0.3364

Relative energy table, unit hartree: a 0.0252; b 0.0397; c 0.0000

a.
DFT (ωB97M-V with the def2-TZVPD basis set) results for the molecule C5H10O2.

Cartesian coordinates (Å):
1 C 0.40 1.50 0.56
2 C -0.27 0.51 -0.11
3 C -1.75 0.53 -0.31
4 O -2.40 -0.66 0.03
5 C 0.63 -0.46 -0.82
6 C 1.59 -1.03 0.27
7 O 1.44 -0.40 1.50
8 H 1.44 1.76 0.36
9 H -0.11 2.15 1.27
10 H -1.95 0.85 -1.35
11 H -2.21 1.27 0.36
12 H -2.34 -1.35 -0.64
13 H 0.10 -1.28 -1.32
14 H 1.24 0.04 -1.58
15 H 2.61 -0.93 -0.08
16 H 1.39 -2.09 0.46
17 H 0.30 -0.17 1.31

Results
- net charge = 0
- SMILES = C=C(CO)CCO
- LUMO (eV) = 0.52
- HOMO energy (Ha) = -0.3312

b.
DFT (ωB97M-V with the def2-TZVPD basis set) results for a cluster of 2 separate species, C5H10O2 in total.

Cartesian coordinates (Å):
1 C -0.68 -1.50 0.69
2 C 0.63 -0.81 0.50
3 C 0.62 0.76 0.97
4 O 0.52 0.64 2.21
5 C -0.49 1.55 0.27
6 C -0.84 1.42 -0.99
7 H -0.91 -1.36 1.76
8 H -0.60 -2.56 0.60
9 H -1.52 -1.11 0.13
10 H 1.02 -0.81 -0.56
11 H 1.54 1.24 0.63
12 H -0.74 2.48 0.79
13 H -1.27 2.23 -1.57
14 H -0.77 0.48 -1.56
15 H 1.33 -0.77 -2.92
16 H 1.36 -1.27 1.16
17 O 0.82 -0.62 -2.11

Results
- net charge = 0
- LUMO (eV) = -3.60
- HOMO energy (Ha) = -0.3378

c.
DFT (ωB97M-V with the def2-TZVPD basis set) results for a cluster of 2 separate species, C5H10O2 in total.

Cartesian coordinates (Å):
1 C -1.00 -1.42 -0.14
2 O -1.23 -1.63 1.25
3 C 0.44 -1.05 -0.47
4 C 1.12 -0.09 0.55
5 C 0.60 1.29 0.51
6 C -0.46 1.85 -0.27
7 O -0.86 3.01 -0.19
8 H -1.25 -2.37 -0.61
9 H -1.69 -0.68 -0.55
10 H -1.63 -0.84 1.62
11 H 1.03 -1.97 -0.53
12 H 0.53 -0.71 -1.51
13 H 1.14 -0.53 1.54
14 H 2.17 -0.15 0.24
15 H 1.20 2.09 0.95
16 H 0.93 2.04 -1.49
17 H -1.03 1.16 -0.92

Results
- net charge = 0
- LUMO (eV) = -1.73
- HOMO energy (Ha) = -0.3319

Relative energy table, unit hartree: a 0.0000; b 0.1654; c 0.0724